Formula: C10H24F3KO10P2
Source: the Open Molecules 2025 dataset
Level of theory: the ωB97M-V functional and the def2-TZVPD basis

```
! RIJCOSX wB97M-V def2-TZVPD def2/J DEFGRID3
* xyz 0 1
K -0.14 0.27 0.18
C 4.87 0.03 -0.22
O 4.28 0.76 0.85
O 3.87 -0.92 -0.55
C 5.29 1.01 -1.38
F 5.68 0.47 -2.56
F 4.28 1.78 -1.67
F 6.26 1.83 -0.94
C 4.79 0.63 2.19
C 4.22 1.81 3.06
H 4.71 2.72 2.73
H 3.14 1.95 2.96
H 4.47 1.63 4.11
H 5.87 0.67 2.28
H 4.46 -0.37 2.47
H 5.79 -0.40 0.18
C 1.40 -1.59 -6.57
O 0.03 -1.60 -6.53
P -0.80 -0.27 -6.17
O -1.09 -0.02 -4.71
O -0.01 1.00 -6.89
C 0.28 2.26 -6.23
O -2.14 -0.51 -7.10
C -2.11 -0.56 -8.45
H 1.74 -2.55 -6.17
H 1.75 -0.89 -5.82
H 1.83 -1.31 -7.53
H 1.35 2.42 -6.27
H 0.04 2.26 -5.16
H -0.07 3.14 -6.78
H -2.67 -1.43 -8.78
H -1.10 -0.64 -8.86
H -2.54 0.37 -8.84
C -6.00 -1.57 5.51
O -4.86 -1.08 4.76
P -3.62 -0.37 5.46
O -2.61 0.21 4.61
O -3.15 -1.62 6.45
C -2.65 -2.86 5.98
O -4.38 0.64 6.39
C -3.64 1.64 7.13
H -5.90 -1.52 6.59
H -6.18 -2.61 5.27
H -6.91 -0.99 5.33
H -2.78 -2.95 4.90
H -3.11 -3.74 6.41
H -1.60 -2.86 6.27
H -3.90 1.56 8.18
H -3.87 2.63 6.73
H -2.56 1.53 7.19
*
```

Results
**Gap between HOMO and LUMO**: 4.83 eV

---

Formula: C10H24IMoO2P2
Source: the Open Molecules 2025 dataset
Level of theory: the ωB97M-V functional and the def2-TZVPD basis

```
! RIJCOSX wB97M-V def2-TZVPD def2/J DEFGRID3
* xyz 3 3
C -2.79 -2.15 -1.30
C -2.25 -1.45 -0.06
H -3.73 -2.70 -1.14
H -2.03 -2.85 -1.67
H -2.95 -1.40 -2.09
O -2.70 -1.42 1.04
I 1.69 0.28 -2.63
Mo -0.02 -0.09 -0.32
P -0.87 2.15 -0.48
C -1.04 3.21 0.96
C -0.25 3.27 -1.75
H -0.97 4.08 -1.91
H -3.09 2.68 -1.15
H -0.09 2.72 -2.68
H -2.39 1.33 -2.13
H -0.05 3.65 1.16
H 0.71 3.70 -1.43
C -2.52 1.75 -1.11
H -1.75 4.01 0.75
H -3.01 1.01 -0.46
H -1.36 2.65 1.83
P 1.54 -1.65 0.60
C 2.01 -1.63 2.34
C 0.63 -3.19 0.29
H 2.96 -2.06 -1.30
H 3.50 -2.97 0.16
H 3.83 -1.22 0.01
C 3.12 -2.02 -0.21
H 0.58 -3.32 -0.81
H 1.21 -3.99 0.76
H 2.43 -2.61 2.60
H 1.16 -1.41 2.98
H -0.38 -3.12 0.71
H 2.78 -0.86 2.47
C -0.64 0.11 1.69
O -0.88 0.25 2.85
C 1.65 1.14 0.27
H 2.33 0.61 0.97
H 1.33 2.07 0.76
H 2.29 1.43 -0.58
*
```

Results
**Gap between HOMO and LUMO (spin up / spin down)**: 6.66 / 6.04 eV

---

Formula: C10H24IN3O6
Source: the Open Molecules 2025 dataset
Level of theory: the ωB97M-V functional and the def2-TZVPD basis

```
! RIJCOSX wB97M-V def2-TZVPD def2/J DEFGRID3
* xyz 0 1
O 8.87 -12.42 -20.89
H 8.69 -12.94 -20.07
H 9.83 -12.40 -21.20
H 8.25 -12.64 -21.65
I 7.56 -13.80 -23.66
O 8.17 -14.21 -19.10
C 7.08 -14.71 -18.85
N 6.56 -14.69 -17.59
C 6.21 -15.28 -19.98
H 5.72 -15.25 -17.58
H 6.96 -14.30 -16.77
H 5.17 -15.38 -19.69
H 6.67 -16.24 -20.20
H 6.38 -14.64 -20.85
O 11.40 -12.64 -21.55
C 12.60 -12.69 -21.31
N 13.08 -12.17 -20.16
C 13.65 -13.10 -22.35
H 14.04 -12.34 -19.90
H 12.44 -12.00 -19.40
H 13.76 -12.30 -23.07
H 13.25 -13.98 -22.85
H 14.59 -13.30 -21.84
O 9.93 -9.86 -21.64
C 9.93 -8.93 -22.46
N 9.54 -9.22 -23.73
C 10.07 -7.48 -22.04
H 9.43 -10.19 -24.00
H 9.71 -8.58 -24.49
H 9.20 -6.97 -22.45
H 11.05 -7.10 -22.33
H 9.96 -7.54 -20.96
O 3.34 -9.31 -20.27
C 4.43 -9.21 -19.76
O 5.01 -10.29 -19.26
C 6.34 -9.99 -18.89
C 6.61 -8.47 -19.14
C 5.18 -7.95 -19.47
H 7.09 -10.61 -19.38
H 6.61 -10.13 -17.84
H 7.27 -8.32 -19.99
H 6.99 -8.11 -18.20
H 5.11 -7.29 -20.33
H 4.68 -7.55 -18.59
*
```

Results
**Gap between HOMO and LUMO**: 7.22 eV

---

| no. | F_max (eV/Å) |
| --- | --- |
| 1 | 5.154 |
| 2 | 7.335 |
| 3 | 2.692 |